No. 1
DFT (the ωB97M-V functional and the def2-TZVPD basis) results for the molecule C15H22N2O4.

```
43
Properties=species:S:1:pos:R:3:lowdin_charge:R:1
C -4.3222 -0.5302 -1.3901 -0.085
C -3.3609 -0.7605 -0.2495 -0.348
C -2.1092 -1.4619 -0.4305 -0.429
C -2.3876 -2.9138 -0.5597 -0.082
C -1.4777 -1.0221 0.8773 -0.316
N -2.2094 -1.2457 2.1747 -0.050
C -0.8937 0.4218 0.9088 -0.446
O -1.2544 1.2418 1.8021 -0.021
N -0.0366 0.8666 0.0888 0.102
C 0.4833 2.1374 0.2167 -0.174
C 1.8608 2.2609 -0.6316 -0.033
C 3.0413 1.2496 -0.3736 -0.184
C 3.8233 1.1904 0.7128 -0.067
C 4.7954 0.2403 0.8150 -0.027
C 4.8342 -0.8583 0.0106 -0.309
O 5.5483 -1.9442 0.6459 0.006
C 3.9878 -1.0038 -0.9994 -0.042
C 3.0791 0.0201 -1.2229 0.007
C -0.5941 3.2941 -0.1366 -0.387
O -0.5050 3.9403 -1.1404 0.119
O -1.5315 3.5488 0.8501 0.112
H -3.6502 -0.1242 -2.2760 0.110
H -4.9643 0.2982 -1.0465 0.075
H -4.9028 -1.4360 -1.8413 0.104
H -3.0416 0.1572 0.0222 0.070
H -3.9474 -1.3551 0.5513 0.136
H -1.7608 -1.1886 -1.4469 0.155
H -3.1915 -3.1815 0.2387 0.119
H -1.4627 -3.6234 -0.4570 0.111
H -2.6625 -3.0611 -1.6045 0.074
H -0.4792 -1.8100 1.1594 0.208
H -3.2304 -0.5734 1.9672 0.163
H -1.7420 -0.9656 3.2860 0.199
H 0.1346 0.1279 -0.6662 0.201
H 0.6698 2.2004 1.2761 0.145
H 2.3202 3.1664 -0.4763 0.083
H 1.5567 2.0294 -1.6833 0.123
H 3.4878 1.9154 1.5430 0.154
H 5.4481 0.1896 1.6460 0.115
H 5.6527 -2.5454 -0.1482 0.115
H 3.9747 -1.9395 -1.5141 0.115
H 2.4242 0.1497 -1.9956 0.063
H -1.4044 2.8976 1.4973 0.012
```

Summary:
**Energy relative to the best compared isomer or geometry (same formula, charge and spin)**: 173.4 kcal/mol
**Total charge**: 0
**2S+1**: 1



No. 2
DFT (the ωB97M-V functional and the def2-TZVPD basis) results for the molecule C8H7F3N2.

```
20
Properties=species:S:1:pos:R:3:lowdin_charge:R:1
N 1.1187 -2.8136 -1.0626 0.178
C 0.9864 -1.6674 -1.1420 -0.225
C 0.6360 -0.3075 -1.0376 -0.147
C 1.5818 0.8335 -0.9980 -0.082
C 1.5621 1.6957 -0.0088 -0.101
C 0.5151 1.8324 1.0028 -0.052
C -0.3655 0.8632 1.1821 -0.048
C -0.5031 -0.4085 0.4517 -0.261
N -0.3333 -1.5899 1.2672 0.116
C -1.9434 -0.4296 -0.2373 -0.530
F -2.4002 0.7068 -0.7056 0.171
F -2.0261 -1.2748 -1.3257 0.108
F -2.9157 -0.7832 0.6686 0.114
H -0.1103 -0.0412 -1.7688 0.130
H 2.2996 0.9530 -1.8319 0.126
H 2.2369 2.6007 -0.2326 0.133
H 0.5879 2.7144 1.5863 0.100
H -1.1443 1.0588 1.8640 0.112
H 0.5267 -1.6950 1.8193 0.119
H -0.3091 -2.2476 0.5088 0.041
```

Summary:
**Energy relative to the best compared isomer or geometry (same formula, charge and spin)**: 28.0 kcal/mol
**Total charge**: 0
**2S+1**: 1



No. 3
DFT (the ωB97M-V functional and the def2-TZVPD basis) results for a cluster of 19 separate species, C47H68FI2N24O in total.

```
143
Properties=species:S:1:pos:R:3:lowdin_charge:R:1
C 8.5061 -4.6801 -0.9539 -0.181
C 7.9105 -3.3088 -1.4294 -0.668
I 8.0133 -2.8708 -3.5684 0.869
C 7.3274 -2.3733 -0.5757 -0.726
I 7.1919 -2.7061 1.5520 0.903
N 6.7947 -1.1661 -1.2347 -0.164
N 7.5310 -0.0817 -1.5011 0.111
C 6.6180 0.7651 -2.1587 -0.016
N 5.3536 0.1565 -2.2557 0.154
C 5.4736 -1.1266 -1.6606 -0.317
N 4.6041 -2.1133 -1.5104 0.102
C 3.2291 -1.9127 -2.0686 -0.020
C 2.5314 -3.3453 -2.0222 -0.354
O 1.6095 -3.5535 -1.2919 0.163
F 3.0368 -4.3762 -2.8218 0.053
H 9.2643 -4.9954 -1.7401 0.077
H 7.6607 -5.4329 -0.9760 0.102
H 9.0387 -4.6113 0.0423 -0.021
H 8.5227 0.0535 -1.2869 0.174
H 6.8894 1.7777 -2.5538 0.151
H 4.8177 -3.0100 -1.0640 0.154
H 2.6277 -1.1507 -1.4816 0.112
H 3.3837 -1.6107 -3.1550 0.150
C 8.5063 1.0586 3.0080 -0.070
C 9.3865 0.4316 1.9883 -0.281
N 10.0719 -0.0549 1.1928 0.113
H 7.5470 1.3181 2.5594 0.081
H 8.3384 0.3626 3.8295 0.026
H 8.9759 1.9634 3.3954 0.086
C -0.7393 -1.4142 0.6930 -0.077
C 0.0466 -0.4995 -0.1758 -0.249
N 0.6586 0.2133 -0.8517 0.109
H -1.7534 -1.0282 0.8201 0.035
H -0.7893 -2.4047 0.2384 0.074
H -0.2658 -1.4956 1.6723 0.023
C 4.5566 -1.8361 5.5329 -0.069
C 5.9397 -1.4844 5.1137 -0.239
N 7.0161 -1.2108 4.7906 0.111
H 4.0655 -2.4107 4.7473 0.078
H 4.5846 -2.4330 6.4463 0.016
H 3.9839 -0.9268 5.7192 0.090
C -4.1127 0.9674 -1.4584 -0.137
C -3.9784 -0.1268 -0.4573 -0.188
N -3.8677 -1.0731 0.4067 -0.040
H -3.1245 1.3257 -1.7488 0.070
H -4.6379 0.6011 -2.3529 0.045
H -4.6780 1.7984 -1.0289 0.020
C -2.5145 4.7598 -2.3022 -0.071
C -3.4383 4.1773 -1.2871 -0.195
N -4.1837 3.7099 -0.4760 -0.022
H -1.7583 5.3720 -1.8077 0.074
H -2.0182 3.9622 -2.8578 0.067
H -3.0746 5.3837 -3.0010 0.037
C -3.1326 -2.2153 4.5161 -0.052
C -1.7431 -1.8783 4.1065 -0.238
N -0.6643 -1.6165 3.7861 0.120
H -3.6349 -2.7535 3.7122 0.078
H -3.1142 -2.8419 5.4080 0.082
H -3.6860 -1.3018 4.7333 0.084
C 3.3570 -6.0312 5.6540 -0.041
C 3.5682 -4.8574 6.5419 -0.202
N 3.7323 -3.9460 7.2325 0.135
H 3.8059 -5.8431 4.6784 0.080
H 3.8180 -6.9154 6.0942 0.087
H 2.2895 -6.2112 5.5268 0.086
C -6.2335 5.0406 -4.8017 -0.099
C -4.8482 5.3887 -5.2236 -0.264
N -3.7725 5.6589 -5.5500 0.113
H -6.7446 4.5182 -5.6054 0.050
H -6.2011 4.3964 -3.9217 0.080
H -6.7840 5.9452 -4.5594 0.049
C 2.3899 -2.8318 10.2849 -0.064
C 1.5595 -3.6194 11.2357 -0.275
N 0.9157 -4.2306 11.9751 0.116
H 3.1953 -2.3300 10.8229 0.056
H 2.8227 -3.4932 9.5333 0.038
H 1.7744 -2.0825 9.7870 0.082
C 2.2506 -4.9808 -6.1220 -0.055
C 3.0331 -4.0640 -6.9938 -0.248
N 3.6409 -3.3541 -7.6728 0.129
H 1.2257 -4.6204 -6.0316 0.083
H 2.2395 -5.9818 -6.5534 0.083
H 2.7018 -5.0249 -5.1313 0.054
C -9.8922 7.7453 -5.3472 -0.082
C -9.2983 6.3838 -5.4352 -0.219
N -8.8336 5.3276 -5.5036 0.123
H -10.8372 7.7725 -5.8910 0.085
H -10.0733 8.0043 -4.3060 0.062
H -9.2123 8.4732 -5.7799 0.039
C -4.5862 -4.1727 -2.0978 -0.034
C -4.3353 -3.0411 -1.1641 -0.020
N -4.1391 -2.1417 -0.4504 0.049
H -4.1412 -3.9600 -3.0722 0.083
H -4.1469 -5.0864 -1.6973 0.083
H -5.6596 -4.3180 -2.2214 0.086
C 11.8570 -3.2664 2.0909 -0.044
C 11.0912 -4.3798 1.4703 -0.218
N 10.4936 -5.2446 0.9874 0.128
H 11.9636 -3.4426 3.1614 0.086
H 12.8472 -3.2021 1.6395 0.086
H 11.3313 -2.3229 1.9344 0.046
C -7.5233 11.6751 -5.9015 -0.073
C -8.3569 10.8474 -4.9875 -0.232
N -9.0041 10.2045 -4.2771 0.125
H -6.7055 12.1322 -5.3451 0.085
H -7.1102 11.0528 -6.6914 0.031
H -8.1322 12.4605 -6.3490 0.085
C -6.9446 6.8110 0.7463 -0.053
C -5.9939 5.6996 0.4649 -0.116
N -5.2492 4.8305 0.2448 0.086
H -6.6153 7.7185 0.2389 0.080
H -7.9407 6.5455 0.3909 0.079
H -6.9870 6.9977 1.8193 0.080
C 3.7456 -2.1216 14.0587 -0.068
C 4.5191 -1.2195 13.1626 -0.279
N 5.1180 -0.5206 12.4646 0.116
H 2.7257 -1.7520 14.1663 0.081
H 3.7165 -3.1271 13.6381 0.073
H 4.2153 -2.1601 15.0415 0.079
C -7.1457 -0.4368 0.4884 -0.066
C -8.0686 -1.0114 1.5025 -0.240
N -8.7814 -1.4577 2.2939 0.131
H -6.3874 0.1723 0.9812 0.076
H -6.6548 -1.2393 -0.0613 0.055
H -7.7031 0.1857 -0.2120 0.085
C -6.0872 9.9976 -10.0090 -0.057
C -5.8565 11.1105 -9.0491 -0.247
N -5.6774 11.9751 -8.3040 0.134
H -5.6421 10.2426 -10.9733 0.082
H -5.6339 9.0816 -9.6295 0.082
H -7.1575 9.8379 -10.1407 0.080
C -9.5015 -4.0134 4.3040 -0.088
C -8.4569 -4.8663 4.9326 -0.276
N -7.6448 -5.5273 5.4207 0.103
H -9.2677 -3.8565 3.2519 0.046
H -10.4747 -4.4986 4.3845 0.077
H -9.5428 -3.0473 4.8059 0.072
C 6.2169 -5.3701 -8.5549 -0.073
C 7.2186 -5.8075 -7.5453 -0.270
N 7.9994 -6.1471 -6.7642 0.112
H 5.4606 -6.1440 -8.6869 0.078
H 5.7323 -4.4523 -8.2232 0.032
H 6.7099 -5.1876 -9.5099 0.081
```

Summary:
**Total charge**: +1
**2S+1**: 1



| no. | highest occupied orbital energy (eV) | molecular weight (g/mol) | gap between HOMO and LUMO (eV) |
| --- | --- | --- | --- |
| 1 | -9.064 | 294.4 | 9.4 |
| 2 | -9.612 | 188.2 | 9.8 |
| 3 | -6.682 | 1258.0 | 3.7 |